A 10-piece molecular cluster, H22NO9 overall. Source: the OMol25 dataset; level of theory: ωB97M-V/def2-TZVPD.

Structure (XYZ):
```
32
Properties=species:S:1:pos:R:3:nbo_charge:R:1
N 0.232 0.311 0.278 -0.8976
H -0.530 -0.282 0.633 0.4722
H 1.201 0.147 0.426 0.4694
H -0.079 1.311 0.664 0.4630
H 0.221 0.350 -0.752 0.4624
O 0.516 0.984 -3.145 -1.0048
H 1.059 0.623 -3.968 0.5152
H -0.137 1.724 -3.437 0.4973
O -2.644 2.387 1.128 -0.9427
H -3.438 1.830 1.226 0.4939
H -2.375 2.731 1.854 0.4537
O 2.304 -0.949 -1.280 -0.9489
H 1.853 -1.414 -1.925 0.4697
H 2.823 -1.603 -0.890 0.4850
O 1.825 2.340 -0.617 -1.0025
H 2.243 3.380 -0.557 0.5021
H 1.488 2.295 -1.571 0.4996
O -1.860 -1.748 -1.278 -0.9523
H -1.544 -2.481 -1.953 0.4794
H -2.722 -2.076 -1.528 0.4820
O -2.949 0.731 -2.083 -0.9421
H -2.427 0.092 -1.739 0.4737
H -2.537 1.284 -2.685 0.4622
O 2.448 -3.153 1.926 -0.9779
H 2.697 -3.412 2.723 0.4485
H 2.400 -1.993 2.073 0.4791
O -2.213 -0.913 1.993 -0.9213
H -2.078 -0.103 2.361 0.4486
H -2.065 -1.383 2.955 0.4808
O 2.107 -0.554 2.814 -0.9505
H 2.571 0.231 2.753 0.4981
H 1.609 -0.685 3.601 0.5046
```

Summary:
Multiplicity = 1
Strongest force on any atom = 9.39 eV/A
E_tot = -20265.55784 eV
HOMO level = -13.207 eV
Charge = +1
ΔE to the lowest compared entry with this formula, charge and spin = 5.723 eV
Gap between HOMO and LUMO = 10.0896 eV